Density functional theory data (ωB97M-V/def2-TZVPD) for a structure of composition CHNO3S2 in a non-equilibrium geometry.

Each line ends with the natural charge from an NBO analysis.
CARTESIAN COORDINATES (ANGSTROEM)
C1 0.098 -0.698 0.431  0.12
N1 0.247 1.712 0.110  0.74
O1 0.937 2.585 0.338  -0.16
O2 1.006 0.108 0.353  -0.56
O3 -0.875 1.495 -0.096  -0.19
S1 -1.027 -1.269 1.546  -0.02
S2 0.172 -1.338 -1.326  -0.08
H1 -0.559 -2.596 -1.357  0.15

Properties
M	139.16	g/mol
largest force on an atom	7.4	eV Å⁻¹
LUMO energy	-2.61	eV
E_HOMO	-0.33146	hartree

***

Density functional theory data (ωB97M-V/def2-TZVPD) for a structure of composition C29H26ClMnN3O5S3 in a non-equilibrium geometry.

Each line ends with the Löwdin spin population.
CARTESIAN COORDINATES (ANGSTROEM)
Mn1 -0.262 -0.900 1.030  1.01
Cl1 -6.121 -1.589 -2.928  0.02
C1 -4.595 -1.628 -2.173  0.03
C2 -3.719 -2.687 -2.428  0.00
C3 -2.491 -2.720 -1.815  0.01
C4 -2.105 -1.692 -0.940  0.02
O1 -0.937 -1.756 -0.329  0.03
C5 -2.988 -0.615 -0.704  0.02
C6 -2.617 0.454 0.286  0.00
N1 -1.912 -0.092 1.394  -0.02
C7 -2.154 0.342 2.679  -0.01
C8 -3.212 1.102 3.159  -0.02
C9 -3.318 1.375 4.527  0.00
C10 -2.405 0.888 5.428  -0.03
C11 -1.310 0.120 4.977  0.00
C12 -0.350 -0.466 5.827  -0.01
C13 0.668 -1.209 5.279  0.00
C14 0.768 -1.325 3.894  -0.01
N2 -0.116 -0.781 3.054  -0.01
C15 -1.173 -0.108 3.596  0.01
C16 -4.227 -0.601 -1.304  0.00
H1 -4.014 -3.480 -3.100  0.00
H2 -1.802 -3.536 -1.997  0.00
H3 -3.518 0.980 0.588  0.00
H4 -3.986 1.465 2.498  0.00
H5 -4.153 1.967 4.875  0.00
H6 -2.517 1.078 6.488  0.00
H7 -0.430 -0.327 6.898  0.00
H8 1.410 -1.690 5.900  0.00
H9 1.608 -1.843 3.455  0.00
H10 -4.919 0.208 -1.109  0.00
C17 3.573 -1.773 -3.554  0.00
C18 2.581 -2.933 -3.466  0.00
S1 1.144 -2.657 -2.372  0.00
C19 1.439 -3.778 -0.968  0.00
C20 2.464 -3.326 0.057  0.00
S2 2.092 -1.749 0.917  0.00
C21 3.300 -0.499 0.317  0.00
C22 3.367 -0.228 -1.177  0.00
S3 4.485 -1.406 -2.027  0.00
H11 3.092 -0.858 -3.898  0.00
H12 4.345 -2.043 -4.275  0.00
H13 3.078 -3.851 -3.156  0.00
H14 2.156 -3.089 -4.458  0.00
H15 1.732 -4.749 -1.366  0.00
H16 0.464 -3.892 -0.498  0.00
H17 3.449 -3.200 -0.379  0.00
H18 2.528 -4.070 0.854  0.00
H19 4.267 -0.805 0.714  0.00
H20 2.981 0.398 0.850  0.00
H21 3.787 0.767 -1.337  0.00
H22 2.383 -0.275 -1.634  0.00
O2 -1.855 1.535 -0.373  0.00
C23 -0.555 1.649 -0.337  0.00
O3 0.220 0.844 0.221  -0.02
C24 -0.026 2.839 -1.010  0.00
C25 1.361 2.971 -1.125  0.00
C26 1.898 4.073 -1.756  0.00
C27 1.037 5.038 -2.252  0.00
C28 -0.339 4.933 -2.142  0.00
C29 -0.876 3.821 -1.523  0.00
N3 1.614 6.225 -2.926  0.00
O4 0.848 7.121 -3.202  0.00
O5 2.805 6.197 -3.151  0.00
H23 2.002 2.200 -0.721  0.00
H24 2.964 4.204 -1.875  0.00
H25 -0.965 5.716 -2.543  0.00
H26 -1.947 3.715 -1.435  0.00

Properties
total charge	+2
spin multiplicity	2
M	683.14	g/mol
expectation value of S²	0.896
largest force on an atom	1.5	eV Å⁻¹
LUMO energy (spin up / spin down)	-8.81 / -8.80	eV
E_HOMO (spin up / spin down)	-0.49290 / -0.49287	hartree

***

Density functional theory data (ωB97M-V/def2-TZVPD) for a cluster of 4 separate species, C23H57BIN3OP in total in a non-equilibrium geometry.

Each line ends with the Löwdin charge.
CARTESIAN COORDINATES (ANGSTROEM)
C1 0.510 2.146 -0.348  0.02
C2 0.323 3.260 -1.316  -0.21
C3 0.066 4.839 -0.957  -0.34
P1 -1.842 5.137 -1.155  0.62
I1 -2.507 7.453 -0.489  0.58
B1 -2.671 3.829 0.033  -0.54
O1 -2.420 4.056 1.485  -0.02
C4 -3.559 2.541 -0.486  -0.17
C5 -2.954 1.892 -1.901  -0.13
H1 0.933 1.110 -0.762  0.09
H2 0.215 2.174 0.799  0.09
H3 0.376 2.978 -2.474  0.13
H4 0.485 5.190 0.078  0.12
H5 0.570 5.475 -1.815  0.11
H6 -2.164 4.862 -2.562  0.03
H7 -1.855 3.263 1.772  0.13
H8 -3.530 1.667 0.295  0.13
H9 -4.681 2.903 -0.626  0.12
H10 -3.798 1.284 -2.458  0.09
H11 -2.508 2.707 -2.618  0.04
H12 -2.069 1.165 -1.574  0.09
C6 3.673 0.510 -2.458  -0.10
C7 3.714 -0.610 -1.424  -0.28
N1 3.668 -1.960 -1.993  -0.19
C8 3.458 -3.005 -0.983  -0.25
C9 4.555 -3.209 0.058  -0.09
C10 4.678 -2.271 -3.005  -0.25
C11 6.144 -2.152 -2.596  -0.09
H13 2.779 0.439 -3.086  0.07
H14 3.652 1.481 -1.952  0.07
H15 4.556 0.504 -3.106  0.07
H16 2.841 -0.472 -0.772  0.10
H17 4.599 -0.470 -0.794  0.10
H18 3.268 -3.961 -1.483  0.11
H19 2.527 -2.778 -0.450  0.11
H20 5.411 -3.744 -0.358  0.06
H21 4.172 -3.821 0.881  0.07
H22 4.906 -2.269 0.491  0.06
H23 4.513 -1.620 -3.871  0.10
H24 4.505 -3.282 -3.398  0.12
H25 6.345 -1.259 -2.000  0.07
H26 6.771 -2.094 -3.493  0.08
H27 6.477 -3.029 -2.037  0.06
C12 -10.887 0.854 -2.724  -0.09
C13 -10.121 1.916 -1.941  -0.27
N2 -8.723 1.572 -1.666  -0.19
C14 -8.083 2.484 -0.709  -0.25
C15 -7.905 3.939 -1.133  -0.10
C16 -7.904 1.215 -2.824  -0.25
C17 -7.759 2.255 -3.932  -0.09
H28 -10.873 -0.110 -2.204  0.08
H29 -11.934 1.159 -2.837  0.08
H30 -10.483 0.713 -3.731  0.07
H31 -10.648 2.047 -0.987  0.12
H32 -10.203 2.868 -2.476  0.10
H33 -7.106 2.080 -0.421  0.10
H34 -8.674 2.473 0.215  0.11
H35 -7.080 4.055 -1.839  0.04
H36 -7.659 4.549 -0.259  0.07
H37 -8.809 4.362 -1.579  0.07
H38 -8.312 0.300 -3.268  0.10
H39 -6.901 0.920 -2.487  0.11
H40 -8.701 2.755 -4.167  0.07
H41 -7.410 1.767 -4.849  0.07
H42 -7.015 3.013 -3.676  0.05
C18 4.755 -1.307 5.016  -0.09
C19 5.203 -2.478 4.146  -0.27
N3 6.491 -3.060 4.534  -0.19
C20 7.015 -4.011 3.545  -0.25
C21 6.220 -5.293 3.309  -0.09
C22 6.616 -3.486 5.928  -0.25
C23 5.631 -4.537 6.435  -0.09
H43 5.502 -0.505 5.017  0.08
H44 3.819 -0.893 4.627  0.07
H45 4.568 -1.611 6.050  0.07
H46 5.281 -2.098 3.120  0.10
H47 4.407 -3.231 4.141  0.09
H48 8.044 -4.279 3.809  0.11
H49 7.100 -3.487 2.585  0.10
H50 6.366 -6.011 4.118  0.06
H51 6.568 -5.777 2.391  0.07
H52 5.149 -5.109 3.192  0.06
H53 6.530 -2.602 6.569  0.10
H54 7.638 -3.846 6.111  0.12
H55 4.609 -4.355 6.096  0.07
H56 5.619 -4.528 7.531  0.07
H57 5.927 -5.543 6.132  0.06

Properties
total charge	+1
M	560.42	g/mol
largest force on an atom	4.2	eV Å⁻¹
LUMO energy	-5.23	eV
E_HOMO	-0.34364	hartree

***

Density functional theory data (ωB97M-V/def2-TZVPD) for a structure of composition C9H37HgN6O12 in a non-equilibrium geometry.

Each line ends with the natural charge from an NBO analysis.
CARTESIAN COORDINATES (ANGSTROEM)
Hg1 3.640 -4.991 -1.935  0.44
C1 -0.180 -0.811 0.890  -0.63
C2 -0.457 -2.231 0.386  -0.16
O1 0.616 -3.120 0.382  -0.11
H1 -0.826 -0.660 1.755  0.26
H2 -0.491 -0.105 0.120  0.24
H3 0.886 -0.667 1.062  0.25
H4 -0.756 -2.102 -0.654  0.36
H5 -1.282 -2.729 0.894  0.26
C3 -0.679 -8.385 3.220  -0.09
C4 -0.844 -7.385 4.428  -0.10
O2 -2.116 -7.365 5.058  -0.73
O3 -1.194 -7.857 2.040  -0.71
H6 -1.177 -9.303 3.532  0.19
H7 0.372 -8.531 2.968  0.16
H8 -0.526 -6.391 4.112  0.16
H9 -0.148 -7.439 5.265  0.18
H10 -2.433 -8.220 5.357  0.48
H11 -0.744 -7.030 1.856  0.45
C5 0.954 3.967 4.673  -0.08
C6 0.882 4.926 3.480  -0.10
O4 -0.359 5.636 3.464  -0.72
O5 0.689 4.684 5.847  -0.70
H12 1.889 3.422 4.805  0.19
H13 0.172 3.240 4.455  0.15
H14 1.021 4.360 2.558  0.15
H15 1.739 5.598 3.514  0.17
H16 -0.164 6.250 2.752  0.48
H17 -0.215 4.991 5.743  0.48
C7 -1.258 -0.922 -6.491  0.73
O6 -0.205 -0.389 -6.397  -0.68
N1 -2.276 -0.562 -5.847  -0.80
N2 -1.605 -1.712 -7.420  -0.82
H18 -2.111 0.084 -5.088  0.40
H19 -3.110 -1.115 -5.979  0.38
H20 -2.522 -1.965 -7.759  0.39
H21 -0.849 -2.044 -8.002  0.40
C8 6.156 4.469 -0.454  0.72
O7 7.354 4.328 -0.282  -0.64
N3 5.336 3.601 -0.065  -0.80
N4 5.564 5.372 -1.086  -0.79
H22 5.722 2.898 0.549  0.41
H23 4.391 3.612 -0.421  0.38
H24 6.148 6.089 -1.493  0.42
H25 4.602 5.151 -1.301  0.38
C9 -4.174 4.679 -3.150  0.75
O8 -3.087 4.293 -2.702  -0.70
N5 -4.291 4.882 -4.450  -0.82
N6 -5.292 4.902 -2.531  -0.82
H26 -3.554 4.590 -5.075  0.41
H27 -5.196 5.078 -4.852  0.38
H28 -5.286 4.682 -1.546  0.41
H29 -6.190 4.974 -2.988  0.40
O9 3.850 -3.367 3.739  -0.92
H30 2.967 -3.496 3.392  0.46
H31 4.425 -3.481 2.982  0.47
O10 1.492 2.958 -2.670  -0.95
H32 1.447 2.737 -3.600  0.48
H33 0.578 3.006 -2.389  0.48
O11 -6.165 -4.155 3.793  -0.93
H34 -5.347 -4.187 3.296  0.46
H35 -5.993 -3.529 4.497  0.47
O12 3.487 -1.434 -3.291  -0.95
H36 2.717 -0.907 -3.075  0.47
H37 4.004 -0.877 -3.872  0.48

Properties
total charge	+1
M	622.02	g/mol
largest force on an atom	8.3	eV Å⁻¹
LUMO energy	-9.75	eV
E_HOMO	-0.41271	hartree

***

Density functional theory data (ωB97M-V/def2-TZVPD) for an isolated molecule of C24H28N4O4S in a non-equilibrium geometry.

Each line ends with the natural charge from an NBO analysis.
CARTESIAN COORDINATES (ANGSTROEM)
C1 -4.091 -0.482 -0.034  -0.62
H1 -4.928 -0.150 -0.643  0.22
H2 -3.629 -1.337 -0.524  0.20
C2 -4.600 -0.855 1.356  -0.22
N1 -3.538 -1.282 2.240  -0.71
S1 -3.363 -0.578 3.728  2.34
O1 -4.269 0.527 3.832  -0.94
O2 -3.372 -1.559 4.779  -0.95
C3 -1.692 0.082 3.644  -0.35
C4 -1.155 0.424 2.431  -0.15
C5 0.120 0.996 2.358  -0.06
C6 0.833 1.209 3.559  0.20
N2 2.077 1.768 3.506  -0.56
C7 2.732 2.173 2.358  0.62
O3 3.844 2.656 2.419  -0.60
C8 1.980 1.949 1.134  -0.28
C9 0.752 1.381 1.121  -0.04
C10 0.012 1.189 -0.177  0.66
O4 -1.175 1.421 -0.294  -0.61
N3 0.814 0.740 -1.169  -0.62
C11 0.501 0.448 -2.498  0.20
C12 -0.791 0.384 -3.000  -0.24
C13 -0.993 0.048 -4.327  -0.20
C14 0.082 -0.224 -5.154  -0.22
C15 1.373 -0.152 -4.660  -0.22
C16 1.599 0.180 -3.333  0.11
N4 2.889 0.300 -2.748  -0.50
C17 3.512 1.612 -2.950  -0.21
H3 3.268 2.019 -3.943  0.18
C18 5.008 1.341 -2.843  -0.41
H4 5.300 1.254 -1.796  0.21
H5 5.602 2.121 -3.313  0.22
C19 5.131 -0.012 -3.539  -0.41
H6 6.044 -0.543 -3.280  0.22
H7 5.100 0.122 -4.621  0.20
C20 3.877 -0.740 -3.053  -0.21
H8 3.499 -1.462 -3.780  0.20
H9 4.088 -1.281 -2.122  0.19
H10 3.152 2.322 -2.200  0.19
H11 2.211 -0.346 -5.314  0.21
H12 -0.081 -0.482 -6.190  0.21
H13 -1.999 0.000 -4.715  0.22
H14 -1.624 0.599 -2.352  0.25
H15 1.804 0.591 -0.989  0.43
H16 2.467 2.289 0.232  0.23
H17 2.577 1.920 4.375  0.42
C21 0.268 0.844 4.786  -0.24
C22 -0.989 0.284 4.827  -0.15
H18 -1.448 -0.011 5.757  0.24
H19 0.826 1.010 5.696  0.22
H20 -1.728 0.263 1.535  0.26
C23 -2.987 -2.612 2.116  -0.22
C24 -3.914 -3.714 2.623  -0.63
H21 -4.150 -3.529 3.667  0.24
H22 -3.422 -4.680 2.534  0.21
H23 -4.837 -3.741 2.049  0.20
H24 -2.066 -2.616 2.704  0.21
H25 -2.726 -2.781 1.067  0.20
H26 -5.048 0.016 1.835  0.24
H27 -5.366 -1.636 1.273  0.18
H28 -3.364 0.325 0.018  0.23

Properties
SMILES string	CCN(CC)S(=O)(=O)c1ccc2[nH]c(=O)cc(C(=O)Nc3ccccc3N3CCCC3)c2c1
M	468.58	g/mol
largest force on an atom	1.2	eV Å⁻¹
LUMO energy	-0.42	eV
E_HOMO	-0.31708	hartree

***

Density functional theory data (ωB97M-V/def2-TZVPD) for an isolated molecule of C3H3NS2 in a non-equilibrium geometry.

Each line ends with the natural charge from an NBO analysis.
CARTESIAN COORDINATES (ANGSTROEM)
C1 1.003 -0.347 0.244  0.41
C2 1.829 -0.250 1.197  -0.56
C3 -1.221 -0.199 -0.661  -0.08
N1 -0.151 -0.933 -0.296  -0.45
S1 -2.752 -0.317 -0.064  -0.04
S2 -0.884 1.061 -1.963  0.03
H1 2.789 0.225 1.059  0.26
H2 1.494 -0.676 2.172  0.28
H3 -2.108 1.437 -1.687  0.15

Properties
SMILES string	C=C=NC(=S)S
M	117.20	g/mol
largest force on an atom	9.8	eV Å⁻¹
LUMO energy	-1.08	eV
E_HOMO	-0.32359	hartree

***

Density functional theory data (ωB97M-V/def2-TZVPD) for an isolated molecule of C4H7NOS in a non-equilibrium geometry.

Each line ends with the natural charge from an NBO analysis.
CARTESIAN COORDINATES (ANGSTROEM)
C1 0.577 -0.548 0.863  0.09
C2 -1.058 -0.477 -1.342  -0.42
C3 -1.774 0.348 -0.319  -0.42
C4 -0.291 0.353 -0.371  -0.25
N1 1.811 -0.147 1.148  -0.31
O1 2.538 0.760 0.378  -0.54
S1 -0.160 -1.766 1.635  -0.15
H1 -1.051 -1.547 -1.203  0.23
H2 -1.062 -0.166 -2.377  0.22
H3 -2.285 1.247 -0.632  0.22
H4 -2.248 -0.173 0.499  0.24
H5 0.274 1.211 -0.693  0.22
H6 2.391 -0.751 1.717  0.39
H7 2.340 1.657 0.697  0.47

Properties
SMILES string	ONC(=S)C1CC1
M	117.17	g/mol
largest force on an atom	4.2	eV Å⁻¹
LUMO energy	0.57	eV
E_HOMO	-0.31284	hartree

***

Q: largest force on an atom of number 2 (C29H26ClMnN3O5S3)?
A: 1.5 eV Å⁻¹

***

Q: Which of these has the lowest largest force on an atom?
A: C24H28N4O4S

***

Q: Among the records above, which one has the lowest M?
A: C4H7NOS